The following is a DFT calculation (wB97M-V/def2-TZVPD) of the molecule C2H7N3O in a non-equilibrium geometry.

```
13
Properties=species:S:1:pos:R:3:lowdin_charge:R:1
C 0.206 -1.742 0.504 0.051
C 0.232 -0.458 0.194 -0.316
O 1.749 0.209 0.768 -0.187
N 0.014 0.613 -0.585 -0.117
N -0.188 1.824 -0.028 0.040
N -1.474 -0.245 -0.913 0.071
H 0.990 -2.165 1.113 0.067
H -0.643 -2.349 0.220 0.056
H 2.455 -0.375 0.461 0.025
H -0.007 1.837 0.974 0.099
H 0.410 2.503 -0.486 0.101
H -1.594 0.080 -1.871 0.055
H -2.149 0.268 -0.352 0.055
```

Energy relative to the best compared isomer or geometry (same formula, charge and spin): 626.6 kJ/mol
Highest occupied orbital energy: -0.3313 hartree
LUMO level: 0.86 eV
Spin multiplicity: 1
Maximum force: 7.4 eV/A

The following is a DFT calculation (wB97M-V/def2-TZVPD) of a structure of composition C22H18Cl3MnN4O4PSeTe in a non-equilibrium geometry.

```
55
Properties=species:S:1:pos:R:3:lowdin_charge:R:1
Mn 0.129 0.365 -0.062 0.199
Cl 4.956 0.300 5.064 0.638
C 3.498 0.404 4.106 -0.676
C 3.585 0.418 2.728 -0.126
C 2.406 0.505 2.019 -0.464
Cl 2.418 0.542 0.258 0.817
C 1.121 0.571 2.570 -0.457
O 0.039 0.653 1.857 -0.178
C 1.110 0.558 3.980 -0.576
Cl -0.426 0.649 4.786 0.690
C 2.264 0.476 4.734 -0.136
H 4.541 0.363 2.226 0.110
H 2.200 0.466 5.813 0.105
Se -5.642 5.263 -0.171 1.120
N -5.549 3.486 -0.081 -0.222
C -4.288 3.172 -0.145 -0.329
C -3.789 1.789 -0.106 -0.077
C -4.617 0.669 0.009 0.017
C -4.037 -0.577 0.055 -0.014
C -2.647 -0.689 -0.010 -0.055
N -1.867 0.379 -0.130 0.047
C -2.428 1.586 -0.175 -0.116
C -1.473 2.714 -0.303 -0.112
N -0.183 2.372 -0.386 0.045
C 0.720 3.337 -0.494 -0.082
C 0.370 4.686 -0.525 -0.019
C -0.957 5.035 -0.445 0.019
C -1.910 4.021 -0.335 -0.076
C -3.358 4.277 -0.253 -0.330
N -3.875 5.470 -0.276 -0.223
H -5.689 0.806 0.068 0.120
H -4.635 -1.472 0.153 0.113
H -2.127 -1.634 0.052 0.109
H 1.750 3.018 -0.558 0.093
H 1.146 5.434 -0.610 0.113
H -1.280 6.068 -0.464 0.122
C -0.431 -4.467 -3.479 -0.080
C -0.690 -3.951 -2.086 -0.298
O 0.570 -3.706 -1.420 -0.262
P 0.977 -2.221 -1.018 0.099
O 0.162 -1.697 0.144 -0.409
Te 0.769 -0.629 -2.763 0.532
O 2.464 -2.468 -0.544 -0.298
C 3.492 -2.853 -1.484 -0.290
C 4.266 -4.005 -0.894 -0.069
H -1.369 -4.777 -3.945 0.080
H 0.238 -5.329 -3.447 0.081
H 0.023 -3.690 -4.094 0.056
H -1.221 -4.680 -1.476 0.120
H -1.278 -3.030 -2.114 0.079
H 4.118 -1.976 -1.649 0.114
H 3.040 -3.121 -2.440 0.098
H 4.643 -3.745 0.095 0.081
H 5.116 -4.248 -1.535 0.079
H 3.633 -4.887 -0.801 0.080
```

Energy relative to the best compared isomer or geometry (same formula, charge and spin): 0.0 kJ/mol
Highest occupied orbital energy (alpha / beta): -0.2752 / -0.2706 hartree
LUMO level (alpha / beta): -1.05 / -1.05 eV
Spin multiplicity: 2
Maximum force: 1.2 eV/A

The following is a DFT calculation (wB97M-V/def2-TZVPD) of the molecule C3H5NO2.

```
11
Properties=species:S:1:pos:R:3:lowdin_charge:R:1
H -2.164 -0.470 0.476 0.078
N -1.391 -1.094 0.241 0.191
C -0.295 -0.483 0.273 -0.457
C 1.038 -1.117 0.037 -0.009
O -0.208 0.877 0.659 0.020
C -0.293 1.785 -0.336 -0.331
O -0.450 1.530 -1.497 0.094
H 1.524 -1.313 1.000 0.091
H 1.691 -0.461 -0.546 0.087
H 0.902 -2.064 -0.487 0.088
H -0.201 2.794 0.089 0.147
```

Energy relative to the best compared isomer or geometry (same formula, charge and spin): 82.3 kJ/mol
Highest occupied orbital energy: -0.3980 hartree
LUMO level: 0.85 eV
Spin multiplicity: 1
Maximum force: 0.5 eV/A

The following is a DFT calculation (wB97M-V/def2-TZVPD) of the ion C10H12ClIN3 with charge +1 in a non-equilibrium geometry.

```
27
Properties=species:S:1:pos:R:3:lowdin_charge:R:1
C 3.675 -1.109 0.734 -0.043
C 3.961 0.216 0.590 -0.065
C 2.424 -1.615 0.305 -0.015
C 3.045 1.119 0.074 -0.093
C 1.500 -0.759 -0.196 -0.269
C 1.827 0.605 -0.271 -0.588
C -5.805 0.808 0.201 -0.614
C -3.543 0.644 1.054 -0.150
C -2.917 0.424 -0.471 -0.247
C 0.234 -1.332 -0.764 -0.109
N -4.903 0.808 0.987 0.000
N -2.274 -0.748 -0.561 -0.066
N -0.940 -0.704 -0.098 -0.102
Cl 0.628 1.728 -0.805 0.780
I -7.801 0.933 -0.004 1.049
H 4.227 -1.751 1.295 0.082
H 4.952 0.623 0.991 0.147
H 2.340 -2.660 0.271 0.109
H 3.198 2.200 0.017 0.122
H -3.183 -0.114 1.677 0.096
H -3.267 1.592 1.599 0.147
H -3.802 0.294 -1.114 0.108
H -2.194 1.299 -0.426 0.102
H 0.140 -0.885 -1.891 0.174
H 0.229 -2.454 -1.040 0.167
H -1.052 -1.211 0.837 0.197
H -0.596 0.257 0.216 0.084
```

Energy relative to the best compared isomer or geometry (same formula, charge and spin): 306.0 kJ/mol
Highest occupied orbital energy (alpha / beta): -0.3950 / -0.4152 hartree
LUMO level (alpha / beta): -5.01 / -4.69 eV
Spin multiplicity: 1
Charge: +1
Maximum force: 5.4 eV/A

The following is a DFT calculation (wB97M-V/def2-TZVPD) of a cluster of 12 separate species, C21H67N15O13 in total in a non-equilibrium geometry.

```
116
Properties=species:S:1:pos:R:3:lowdin_charge:R:1
C -7.529 8.366 7.381 -0.065
O -7.129 8.031 6.023 -0.213
C -6.344 8.921 5.326 -0.216
C -6.080 8.204 3.904 -0.210
N -5.619 6.865 3.938 -0.069
C -5.609 6.291 2.628 -0.246
C -5.135 4.868 2.698 -0.258
O -6.105 4.038 3.288 -0.171
C -5.773 2.602 3.201 -0.077
H -6.659 8.529 8.018 0.085
H -8.319 7.704 7.735 0.087
H -8.044 9.326 7.356 0.074
H -5.404 9.137 5.835 0.115
H -6.866 9.860 5.142 0.112
H -5.427 8.883 3.357 0.112
H -6.991 8.217 3.305 0.106
H -6.275 6.321 4.481 0.112
H -4.935 6.859 1.987 0.124
H -6.579 6.379 2.139 0.120
H -4.215 4.977 3.273 0.123
H -4.862 4.512 1.705 0.118
H -5.590 2.312 2.167 0.080
H -6.460 1.994 3.791 0.082
H -4.856 2.234 3.660 0.074
N 0.078 4.554 -7.697 0.163
C -0.165 5.111 -6.598 -0.859
N -0.031 6.395 -6.749 0.155
O -0.553 4.556 -5.611 0.061
H 0.438 5.078 -8.482 0.117
H 0.123 3.545 -7.715 0.130
H 0.196 6.885 -7.603 0.112
H -0.169 6.882 -5.875 0.121
N -3.084 -2.199 -8.753 0.140
C -2.045 -2.389 -9.528 -0.751
N -1.775 -1.284 -10.205 0.148
O -1.311 -3.376 -9.430 0.018
H -3.048 -2.709 -7.882 0.117
H -3.816 -1.507 -8.837 0.108
H -2.400 -0.494 -10.277 0.107
H -0.939 -1.321 -10.771 0.113
N -0.978 -2.695 -0.508 0.159
C -0.492 -1.566 -0.846 -0.822
N -1.075 -1.095 -1.932 0.161
O 0.444 -1.085 -0.259 0.037
H -0.475 -3.118 0.259 0.129
H -1.779 -3.104 -0.968 0.116
H -1.783 -1.712 -2.302 0.100
H -0.743 -0.288 -2.441 0.120
N 9.477 -0.071 0.588 0.158
C 8.359 -0.567 1.044 -0.808
N 7.335 -0.026 0.481 0.161
O 8.253 -1.476 1.844 0.024
H 9.487 0.743 -0.010 0.109
H 10.337 -0.514 0.880 0.120
H 6.395 -0.264 0.763 0.127
H 7.481 0.599 -0.298 0.109
N 4.950 -6.112 3.171 0.174
C 5.194 -7.275 2.696 -0.842
N 6.398 -7.362 2.190 0.151
O 4.541 -8.250 2.871 0.057
H 4.122 -6.000 3.740 0.131
H 5.698 -5.443 3.060 0.115
H 6.870 -6.491 1.995 0.097
H 6.734 -8.082 1.567 0.117
N -1.101 -6.930 4.873 0.144
C -1.107 -6.716 6.171 -0.808
N -2.239 -6.260 6.558 0.166
O -0.065 -6.801 6.780 0.043
H -1.964 -6.998 4.351 0.099
H -0.344 -7.462 4.468 0.117
H -2.349 -5.981 7.522 0.124
H -3.110 -6.456 6.086 0.114
N -4.968 -8.385 -4.469 0.158
C -5.593 -7.500 -3.741 -0.828
N -6.821 -7.849 -3.669 0.148
O -5.242 -6.404 -3.417 0.055
H -3.990 -8.147 -4.550 0.119
H -5.318 -9.274 -4.796 0.114
H -7.051 -8.807 -3.893 0.107
H -7.590 -7.205 -3.551 0.126
C 2.485 5.936 1.478 -0.089
C 1.821 6.592 2.702 -0.287
O 0.816 7.613 2.384 -0.098
H 3.279 5.271 1.817 0.064
H 2.975 6.715 0.894 0.071
H 1.914 5.228 0.878 0.069
H 2.546 7.041 3.380 0.102
H 1.349 5.881 3.380 0.101
H -0.043 7.202 2.508 0.067
C 5.793 0.237 -5.977 -0.088
C 5.595 1.410 -5.014 -0.348
O 6.815 1.751 -4.459 -0.070
H 5.990 -0.668 -5.403 0.071
H 6.584 0.358 -6.718 0.070
H 4.908 -0.019 -6.559 0.066
H 4.875 1.060 -4.274 0.106
H 5.162 2.313 -5.444 0.109
H 6.941 2.691 -4.605 0.084
C 2.556 -0.186 8.658 -0.100
C 2.256 -0.607 7.262 -0.308
O 2.745 0.458 6.385 -0.105
H 2.515 -1.041 9.333 0.077
H 1.966 0.677 8.967 0.077
H 3.585 0.171 8.682 0.076
H 1.213 -0.839 7.047 0.108
H 2.855 -1.460 6.943 0.106
H 2.247 0.399 5.566 0.068
C 4.007 -6.750 -4.358 -0.077
C 2.505 -6.283 -4.548 -0.283
O 1.926 -7.147 -5.528 -0.109
H 4.574 -5.984 -3.830 0.059
H 4.494 -6.794 -5.332 0.064
H 4.027 -7.715 -3.851 0.068
H 2.459 -5.334 -5.082 0.102
H 1.933 -6.308 -3.620 0.103
H 1.741 -6.595 -6.291 0.073
```

Energy relative to the best compared isomer or geometry (same formula, charge and spin): 798.2 kJ/mol
Highest occupied orbital energy: -0.3180 hartree
LUMO level: 0.09 eV
Spin multiplicity: 1
Maximum force: 8.2 eV/A

The following is a DFT calculation (wB97M-V/def2-TZVPD) of a structure of composition C4H25AgB2BeF6NO13S2 in a non-equilibrium geometry.

```
55
Properties=species:S:1:pos:R:3:lowdin_charge:R:1
Ag -29.161 23.613 30.406 1.026
Be -28.790 22.511 25.991 1.152
C -26.024 24.934 23.209 -0.710
F -26.511 23.964 22.491 0.172
F -24.798 24.686 23.584 0.186
F -25.955 26.051 22.560 0.180
S -27.190 25.256 24.769 0.718
O -26.545 24.595 25.922 -0.356
O -27.263 26.698 24.938 -0.252
N -28.643 24.398 24.458 -0.324
S -29.480 25.372 23.509 0.588
O -30.323 26.188 24.323 -0.259
O -28.638 26.134 22.582 -0.264
C -30.638 24.180 22.570 -0.675
F -31.369 24.856 21.683 0.146
F -29.851 23.452 21.738 0.102
F -31.404 23.467 23.315 0.194
C -31.466 26.156 27.845 0.021
C -30.802 24.881 28.209 -0.804
O -31.026 24.313 29.253 -0.028
O -29.985 24.390 27.445 -0.050
H -30.639 26.864 27.902 0.094
H -32.308 26.524 28.431 0.086
H -31.824 26.169 26.815 0.081
B -27.659 22.526 28.583 -0.409
H -28.647 22.255 28.246 -0.078
H -27.743 23.572 28.836 -0.031
H -27.305 21.940 29.418 -0.033
H -26.961 22.533 27.760 -0.027
B -27.626 23.350 32.262 -0.327
H -27.395 23.195 31.220 -0.044
H -28.051 22.511 32.791 -0.029
H -26.711 23.691 32.721 0.002
H -28.340 24.149 32.131 -0.067
O -24.469 24.536 27.837 -0.064
H -24.255 23.608 27.928 -0.030
H -25.278 24.547 27.325 -0.036
O -28.898 20.065 26.976 -0.043
H -28.945 19.110 26.925 0.065
H -28.907 20.256 27.914 0.017
O -27.570 26.686 27.771 -0.046
H -27.885 25.783 27.737 0.001
H -26.655 26.631 27.497 0.041
O -24.237 21.864 27.741 -0.027
H -25.060 21.609 28.158 0.017
H -23.564 21.383 28.223 0.061
O -28.224 25.629 30.097 -0.081
H -27.543 25.786 30.750 0.071
H -28.315 26.466 29.640 0.049
O -30.058 21.543 30.265 -0.056
H -30.118 20.836 30.907 0.080
H -30.754 21.356 29.635 0.068
O -25.716 21.292 31.126 -0.048
H -26.308 21.497 30.402 -0.044
H -24.938 20.926 30.704 0.028
```

Highest occupied orbital energy (alpha / beta): -0.3629 / -0.3514 hartree
LUMO level (alpha / beta): -4.45 / -4.48 eV
Spin multiplicity: 2
Maximum force: 5.7 eV/A

Table of E_tot (Ha), in record order: -319.71112, -6911.68575, -322.54299, -1309.93956, -2639.72848, -2806.78013